# 1
20
Properties=species:S:1:pos:R:3 method="wB97M-V/def2-TZVPD" total_energy_ha=-344.795450 e_above_lowest_kcal_mol=53.68 e_lumo_ev="0.88 / 0.57" spin_multiplicity=2 max_force_ev_per_a=2.2 s_squared=0.7505 gap_ev="4.07 / 10.48"
N -0.29 1.61 -0.16
C -0.39 0.20 0.37
C -1.83 -0.27 0.50
O -2.55 0.89 0.96
C 0.45 -0.85 -0.43
N 1.84 -0.77 0.05
C 2.81 -0.97 -1.07
H 0.55 1.68 -0.78
H -0.24 2.30 0.62
H -1.16 1.82 -0.70
H 0.07 0.15 1.35
H -1.89 -0.99 1.33
H -2.33 -0.71 -0.37
H -3.49 0.79 0.92
H -0.05 -1.82 -0.24
H 0.30 -0.74 -1.50
H 1.95 -1.63 0.58
H 2.59 -0.15 -1.75
H 2.77 -1.93 -1.60
H 3.78 -0.80 -0.61

=====

# 2
87
Properties=species:S:1:pos:R:3 method="wB97M-V/def2-TZVPD" total_energy_ha=-4969.046572 e_lumo_ev=-3.77 max_force_ev_per_a=1.2 total_charge=+1 gap_ev=6.39
C 5.23 2.77 -0.73
O 3.81 2.59 -0.72
C 3.30 2.07 0.49
C 1.80 1.93 0.31
C 1.21 1.20 1.51
C -0.16 0.48 1.36
N -0.75 0.29 0.00
C -0.51 -0.75 -0.76
N 0.44 -1.73 -0.48
C -0.04 -2.79 0.44
C 1.06 -3.80 0.80
C 0.64 -5.26 0.64
Br 1.64 -3.42 2.63
O 1.71 -1.18 -0.20
B 2.57 -1.40 -1.32
O 3.41 -0.42 -1.72
O 2.54 -2.60 -2.00
N -1.22 -0.94 -1.94
C -0.38 -1.50 -3.04
C 0.60 -0.44 -3.57
C 0.35 -0.17 -5.06
O 0.42 -1.36 -5.81
C 1.73 -1.89 -5.96
C -2.50 -1.60 -1.84
F -2.95 -1.51 -0.57
F -2.38 -2.91 -2.09
C -3.58 -0.97 -2.76
F -3.00 -0.34 -3.79
F -4.37 -1.93 -3.24
P -1.99 1.51 -0.52
C -3.19 1.25 0.86
C -1.28 3.10 0.01
H 5.64 2.28 -1.61
H 5.69 2.35 0.16
H 5.46 3.84 -0.79
H 3.77 1.11 0.73
H 3.50 2.76 1.32
H 1.41 2.95 0.23
H 1.59 1.40 -0.63
H 1.94 0.48 1.88
H 1.06 1.92 2.32
H -0.91 1.08 1.88
H -0.12 -0.47 1.88
H -0.85 -3.32 -0.08
H -0.47 -2.38 1.35
H 1.94 -3.61 0.20
H 1.09 -5.67 -0.27
H -0.44 -5.37 0.54
H 0.99 -5.87 1.47
H 3.10 0.49 -1.60
H 3.10 -3.28 -1.61
H -1.07 -1.76 -3.84
H 0.11 -2.42 -2.74
H 0.47 0.50 -3.02
H 1.63 -0.79 -3.45
H -0.67 0.21 -5.19
H 1.07 0.57 -5.43
H 1.85 -2.22 -6.99
H 2.50 -1.15 -5.73
H 1.88 -2.75 -5.30
H -4.18 -0.26 -2.18
H -2.95 1.91 1.70
H -3.17 0.22 1.20
H -4.18 1.52 0.48
H -2.14 3.75 0.16
H -0.69 3.50 -0.80
H -0.67 3.07 0.92
N 5.03 -1.13 4.96
C 5.35 0.10 5.46
C 4.33 0.96 5.16
C 3.35 0.21 4.45
C 3.82 -1.07 4.34
H 5.61 -1.95 5.04
H 6.28 0.27 5.99
H 4.28 2.00 5.42
H 2.41 0.57 4.07
H 3.38 -1.94 3.87
N -6.64 3.49 1.91
C -7.32 2.52 1.23
C -8.32 2.05 2.05
C -8.23 2.78 3.27
C -7.19 3.66 3.15
H -5.86 4.01 1.55
H -7.05 2.24 0.22
H -9.03 1.29 1.80
H -8.87 2.67 4.13
H -6.80 4.38 3.84

=====

# 3
30
Properties=species:S:1:pos:R:3 method="wB97M-V/def2-TZVPD" total_energy_ha=-594.620541 e_above_lowest_kcal_mol=0.00 e_lumo_ev="-8.01 / -13.56" spin_multiplicity=2 max_force_ev_per_a=1.1 total_charge=+2 s_squared=0.7565 gap_ev="11.16 / 5.15"
C -1.43 -2.52 0.69
C -1.97 -1.22 0.03
C -0.87 -0.31 -0.38
C 0.60 1.34 0.49
N -0.23 0.37 0.70
H -2.26 -3.15 0.97
H -0.88 -2.31 1.60
H -0.81 -3.08 -0.01
H -2.67 -0.71 0.70
H -2.52 -1.50 -0.86
H -1.23 0.51 -1.10
H -0.09 -0.80 -1.02
H 0.89 1.63 -0.51
H 1.01 1.92 1.30
H -0.47 0.11 1.67
H -0.09 1.80 -3.68
H 0.57 0.85 -2.60
O -0.17 1.47 -2.76
H -1.77 3.44 -0.76
H -0.94 2.34 -1.57
O -1.19 2.66 -0.66
H 2.22 -0.31 -1.15
H 2.29 -0.90 -2.60
O 1.72 -0.41 -1.99
H 0.33 0.25 4.02
H 0.32 -1.23 3.70
O 0.37 -0.36 3.27
H 2.73 -0.49 1.31
H 3.73 0.47 0.65
O 2.81 0.14 0.57

=====

# 4
74
Properties=species:S:1:pos:R:3 method="wB97M-V/def2-TZVPD" total_energy_ha=-2652.132190 e_above_lowest_kcal_mol=37.93 e_lumo_ev="-6.69 / -6.92" spin_multiplicity=6 max_force_ev_per_a=3.0 total_charge=+1 s_squared=8.7538 gap_ev="4.72 / 4.49"
Mn 1.48 1.41 -2.98
C -0.43 -0.53 0.00
C 0.45 0.07 -1.03
O 0.18 -0.15 -2.24
O 1.35 0.86 -0.71
H -0.05 -0.70 1.01
H -0.81 -1.51 -0.26
H -1.28 0.15 0.04
C -2.36 1.93 2.67
O -1.74 1.42 3.84
H -1.97 1.36 1.83
H -3.45 1.96 2.70
H -2.07 2.97 2.58
H -1.93 2.01 4.57
C -0.03 -3.39 -3.72
O 0.15 -3.97 -5.01
H 0.47 -2.43 -3.62
H -1.10 -3.25 -3.62
H 0.39 -4.10 -3.01
H 1.08 -3.81 -5.23
C 2.15 -2.89 2.63
O 2.26 -3.61 3.87
H 3.02 -3.12 2.02
H 1.30 -3.29 2.07
H 2.00 -1.81 2.66
H 3.14 -3.46 4.23
C -2.08 -4.70 -0.51
O -1.44 -5.61 0.36
H -2.87 -5.21 -1.07
H -2.44 -3.82 0.03
H -1.38 -4.31 -1.24
H -1.99 -5.72 1.14
C 1.34 1.23 4.11
O 2.72 1.62 4.09
H 1.00 0.81 3.16
H 1.21 0.52 4.93
H 0.67 2.04 4.39
H 2.90 1.89 3.18
C 1.13 4.18 -1.15
O 1.87 3.44 -2.07
H 1.43 5.23 -1.12
H 0.10 4.17 -1.51
H 1.18 3.77 -0.14
H 2.49 4.04 -2.50
C -3.24 -0.11 -3.75
O -2.83 -0.61 -2.48
H -2.78 -0.78 -4.48
H -4.31 -0.07 -3.91
H -2.79 0.86 -3.97
H -1.88 -0.46 -2.51
C -4.09 -1.19 0.80
O -4.44 -1.50 -0.52
H -3.09 -1.56 1.03
H -4.05 -0.11 0.90
H -4.74 -1.67 1.53
H -3.75 -1.20 -1.13
C -2.20 3.28 -0.67
O -3.52 3.73 -0.31
H -1.52 3.57 0.13
H -2.28 2.20 -0.74
H -1.92 3.72 -1.63
H -4.17 3.34 -0.90
C 3.77 3.11 0.74
O 2.79 2.25 1.39
H 3.45 4.15 0.67
H 4.73 3.06 1.25
H 3.85 2.78 -0.30
H 2.12 2.01 0.74
C 4.70 -0.38 -0.22
O 5.42 -1.47 0.29
H 4.88 0.58 0.26
H 5.06 -0.39 -1.25
H 3.64 -0.60 -0.07
H 5.17 -2.23 -0.24

=====

# 5
16
Properties=species:S:1:pos:R:3 method="wB97M-V/def2-TZVPD" total_energy_ha=-503.568510 e_above_lowest_kcal_mol=83.45 e_lumo_ev="-7.08 / -7.08" max_force_ev_per_a=2.4 total_charge=+1 gap_ev="7.75 / 7.75"
C 0.88 1.16 -1.45
C -0.47 1.20 -1.66
C 1.28 1.24 -0.09
C -1.38 0.92 -0.55
C 0.22 -2.45 1.65
N 0.41 1.01 0.89
N -0.77 0.73 0.71
F 2.49 1.52 0.24
F -0.21 -1.73 0.56
H 1.62 1.25 -2.23
H -0.87 1.49 -2.62
H -2.24 1.61 -0.50
H -1.91 -0.05 -0.68
H -0.56 -3.17 1.90
H 1.14 -2.96 1.36
H 0.39 -1.75 2.47

=====

# 6
100
Properties=species:S:1:pos:R:3 method="wB97M-V/def2-TZVPD" total_energy_ha=-2016.538604 e_lumo_ev=0.36 smiles="c1cc[nH]c1.c1cc[nH]c1.c1cc[nH]c1.c1cc[nH]c1.c1cc[nH]c1.CC(C)=O.CC(C)=O.CC(C)=O.CC(C)=O.CC(C)=O" max_force_ev_per_a=1.8 gap_ev=8.02
C -4.00 1.13 1.09
C -3.80 2.52 1.01
C -4.95 3.12 1.48
N -5.89 2.13 1.67
C -5.30 0.91 1.46
H -3.31 0.38 0.73
H -2.88 3.01 0.72
H -5.18 4.13 1.76
H -6.86 2.25 1.89
H -5.83 -0.03 1.48
C 1.18 0.49 0.27
C 1.09 -0.86 -0.13
C -0.14 -1.03 -0.71
N -0.70 0.22 -0.90
C 0.07 1.13 -0.23
H 1.95 1.01 0.82
H 1.91 -1.52 0.11
H -0.76 -1.88 -0.98
H -1.59 0.41 -1.35
H -0.23 2.17 -0.24
C -0.31 -2.34 4.79
C 0.13 -1.01 4.90
C 0.22 -0.51 3.63
N -0.13 -1.52 2.77
C -0.41 -2.68 3.47
H -0.42 -3.04 5.61
H 0.24 -0.46 5.82
H 0.42 0.47 3.23
H -0.22 -1.37 1.77
H -0.79 -3.56 2.99
C -2.39 -3.12 -3.26
C -2.94 -4.29 -3.82
C -2.59 -4.29 -5.15
N -1.62 -3.35 -5.32
C -1.51 -2.59 -4.18
H -2.56 -2.71 -2.27
H -3.73 -4.91 -3.42
H -2.86 -4.92 -5.97
H -1.19 -3.17 -6.22
H -0.91 -1.71 -4.07
C 3.03 -3.50 1.86
C 2.71 -4.85 1.69
C 3.88 -5.55 1.49
N 4.90 -4.63 1.60
C 4.40 -3.37 1.79
H 2.31 -2.75 2.15
H 1.72 -5.28 1.62
H 4.08 -6.57 1.23
H 5.88 -4.74 1.48
H 5.03 -2.52 1.95
C 1.86 -2.37 -3.60
C 2.73 -2.96 -2.53
C 2.10 -3.98 -1.60
O 3.89 -2.66 -2.40
H 1.42 -1.42 -3.28
H 1.17 -3.09 -4.04
H 2.54 -2.04 -4.39
H 1.82 -4.88 -2.15
H 1.19 -3.54 -1.19
H 2.78 -4.21 -0.79
C -1.07 4.93 2.97
C 0.31 4.38 2.87
C 1.47 5.13 3.49
O 0.53 3.38 2.22
H -1.77 4.37 2.35
H -1.12 5.97 2.63
H -1.39 4.95 4.01
H 1.07 6.01 4.01
H 2.00 5.52 2.61
H 2.18 4.57 4.08
C -2.07 1.53 -4.39
C -3.13 0.77 -3.62
C -4.26 0.12 -4.38
O -3.01 0.66 -2.42
H -1.16 1.35 -3.81
H -2.34 2.58 -4.44
H -1.83 1.15 -5.38
H -4.23 -0.95 -4.14
H -4.05 0.22 -5.44
H -5.26 0.47 -4.13
C 3.50 0.02 5.62
C 4.26 -0.29 4.37
C 3.92 0.56 3.17
O 4.99 -1.24 4.26
H 2.46 0.30 5.43
H 3.94 0.85 6.17
H 3.45 -0.85 6.27
H 2.84 0.60 3.04
H 4.33 0.17 2.24
H 4.33 1.57 3.24
C 1.18 4.15 -2.81
C 0.01 4.93 -2.32
C -1.13 5.17 -3.28
O 0.01 5.43 -1.22
H 1.21 3.94 -3.88
H 1.30 3.24 -2.22
H 2.03 4.81 -2.61
H -0.92 6.12 -3.80
H -2.09 5.23 -2.78
H -1.20 4.47 -4.11